No. 1
C4H9O3 | the ωB97M-V functional and the def2-TZVPD basis

Each line ends with the Mulliken charge.
Atoms and positions in Å:
H -1.648 2.139 -0.851  0.18
H -0.778 -0.277 0.042  0.41
C -0.294 1.156 -1.981  0.61
H 1.437 -1.590 0.054  0.24
O 0.142 1.444 -3.095  -0.77
H -0.239 3.176 -1.388  0.37
C -0.234 -1.652 1.368  -0.25
H -0.621 -2.528 0.759  0.19
H 1.938 -2.034 1.808  0.37
O -0.948 -0.476 1.025  -0.57
H 1.582 -0.384 1.564  0.19
C 1.278 -1.435 1.162  -0.87
O -0.570 0.047 -1.550  -0.76
H -0.526 -1.937 2.392  0.29
H 0.065 2.102 -0.213  0.19
C -0.584 2.248 -1.097  -0.83

As for the calculated total energy: -383.56937 hartree. Its frontier orbital gap is 8.094 eV. The molecular weight is 105.1 g mol⁻¹. The calculation puts the relative energy (zero: lowest compared OMol25 entry of this formula, charge and spin) at 1.011 eV. As for the total charge: -1. The calculation puts the highest occupied orbital energy at -4.2 eV.



No. 2
C4H9O3 | the ωB97M-V functional and the def2-TZVPD basis

Each line ends with the Mulliken charge.
Atoms and positions in Å:
H 2.054 -2.578 0.912  0.27
H -0.702 -0.351 0.712  0.28
O -2.082 2.051 0.386  -0.72
H 3.190 -1.200 1.274  0.35
H -1.486 1.996 -2.602  0.30
H 1.743 -1.765 2.348  0.28
C 1.296 -0.613 0.574  -0.08
H -1.150 0.327 -1.958  0.20
H -0.395 1.557 -1.110  0.17
O -3.472 0.668 -0.773  -0.71
O -0.082 -1.100 0.688  -0.57
H 1.377 0.362 1.036  0.30
C -1.320 1.394 -1.679  -0.72
H 1.344 -0.588 -0.530  0.25
C -2.495 1.411 -0.639  0.52
C 2.181 -1.570 1.362  -1.11

As for the calculated total energy: -383.55484 hartree. Its frontier orbital gap is 7.383 eV. The molecular weight is 105.1 g mol⁻¹. The calculation puts the relative energy (zero: lowest compared OMol25 entry of this formula, charge and spin) at 1.407 eV. As for the total charge: -1. The calculation puts the highest occupied orbital energy at -3.9 eV.



No. 3
C4H9O3 | the ωB97M-V functional and the def2-TZVPD basis

Each line ends with the Mulliken charge.
Atoms and positions in Å:
H 2.707 -0.876 0.307  0.28
H 1.044 -1.427 -1.257  0.23
H -0.540 1.851 0.291  0.15
C 0.822 -1.853 -0.283  -0.34
O -1.366 3.311 -1.120  -0.55
H 1.404 -0.719 1.505  0.32
H -0.883 2.846 -1.818  0.30
O -1.278 -1.228 -1.125  -0.75
H -1.534 3.140 0.860  0.25
H -2.266 1.809 -0.055  0.27
H 0.896 -2.934 -0.434  0.29
C 1.839 -1.377 0.751  -1.01
H 2.313 -2.213 1.285  0.27
C -1.417 2.443 0.028  -0.43
O -1.080 -1.338 1.117  -0.73
C -0.663 -1.435 -0.051  0.44

As for the calculated total energy: -383.56707 hartree. Its frontier orbital gap is 7.765 eV. The molecular weight is 105.1 g mol⁻¹. The calculation puts the relative energy (zero: lowest compared OMol25 entry of this formula, charge and spin) at 1.074 eV. As for the total charge: -1. The calculation puts the highest occupied orbital energy at -4.0 eV.